Here is a molecular structure, C5H6O2 from the OMol25 dataset. Energies are from the ωB97M-V functional and the def2-TZVPD basis.

Computed properties:
HOMO energy: -8.986 eV
E_LUMO: 0.03744 Eh
relative energy (zero: lowest compared OMol25 entry of this formula, charge and spin): 2.911 eV

Cartesian coordinates (Å):
C: 0.965 -1.033 0.496
O: 0.692 0.081 1.398
C: -0.440 0.759 0.882
C: -0.326 1.322 -0.514
O: 0.809 0.724 -1.118
C: 0.278 -0.581 -0.766
C: -1.034 0.021 -0.275
H: 0.550 -1.987 0.868
H: 2.036 -1.190 0.324
H: -1.100 1.256 1.590
H: -0.684 2.266 -0.915
H: 0.288 -1.258 -1.617
H: -2.034 -0.380 -0.354

Partial atomic charges computed with the Mulliken method, in multiples of e:
1. C -0.5313
2. O -0.4276
3. C -0.1942
4. C -0.1864
5. O -0.4355
6. C 0.1546
7. C -0.5871
8. H 0.2765
9. H 0.3409
10. H 0.3840
11. H 0.3785
12. H 0.3977
13. H 0.4299



Here is a single C5H6O2 molecule in a non-equilibrium geometry from the OMol25 dataset. Energies are from the ωB97M-V functional and the def2-TZVPD basis.

Computed properties:
HOMO energy: -8.856 eV
E_LUMO: 0.02957 Eh
relative energy (zero: lowest compared OMol25 entry of this formula, charge and spin): 4.427 eV

Cartesian coordinates (Å):
C: -0.155 1.642 1.366
C: -0.577 -1.678 -0.792
C: 0.012 1.412 0.016
C: 0.756 0.112 -0.334
C: 0.834 -0.942 0.748
O: 0.092 -0.593 -1.460
O: 0.066 -1.866 0.425
H: 0.361 0.932 1.967
H: -0.580 2.576 1.700
H: -1.577 -1.264 -0.574
H: -0.632 -2.683 -1.400
H: -0.348 1.985 -0.888
H: 1.749 0.367 -0.775

Partial atomic charges computed with the Mulliken method, in multiples of e:
1. C -0.7086
2. C -0.2034
3. C -0.3676
4. C 0.5141
5. C -0.5032
6. O -0.4263
7. O -0.0694
8. H 0.3733
9. H 0.2912
10. H 0.2946
11. H 0.2300
12. H 0.3190
13. H 0.2561



Here is a single C5H6O2 molecule from the OMol25 dataset. Energies are from the ωB97M-V functional and the def2-TZVPD basis.

Computed properties:
HOMO energy: -8.998 eV
E_LUMO: 0.02303 Eh
relative energy (zero: lowest compared OMol25 entry of this formula, charge and spin): 5.772 eV

Cartesian coordinates (Å):
O: -0.222 0.092 1.451
C: 0.684 -0.797 0.714
C: 0.190 -0.285 -0.639
C: -0.941 -1.100 -1.229
O: -1.180 -2.235 -0.898
C: -0.254 0.965 0.085
C: -0.046 2.178 0.484
H: 0.091 1.181 1.705
H: 1.729 -0.559 0.932
H: 0.430 -1.833 0.935
H: 0.940 -0.087 -1.409
H: -1.540 -0.581 -2.007
H: 0.121 3.061 -0.123

Partial atomic charges computed with the Mulliken method, in multiples of e:
1. O -0.3978
2. C -0.4879
3. C 0.4082
4. C -0.0792
5. O -0.4603
6. C 0.0765
7. C -1.0201
8. H 0.4285
9. H 0.2556
10. H 0.3003
11. H 0.3887
12. H 0.3334
13. H 0.2542



Here is a single C5H6O2 molecule from the OMol25 dataset. Energies are from the ωB97M-V functional and the def2-TZVPD basis.

Computed properties:
HOMO energy: -10.071 eV
SMILES: C#C[C@H](C=O)CO
E_LUMO: 0.02752 Eh
relative energy (zero: lowest compared OMol25 entry of this formula, charge and spin): 2.362 eV

Cartesian coordinates (Å):
C: 2.502 -0.857 -0.248
C: 1.375 -0.459 -0.397
C: 0.003 0.047 -0.503
C: 0.014 1.506 -0.061
O: -0.657 1.942 0.846
C: -0.985 -0.795 0.327
O: -2.279 -0.254 0.304
H: 3.500 -1.217 -0.125
H: -0.308 0.038 -1.559
H: 0.696 2.167 -0.631
H: -0.590 -0.894 1.349
H: -1.045 -1.797 -0.108
H: -2.227 0.573 0.805

Partial atomic charges computed with the Mulliken method, in multiples of e:
1. C 0.2299
2. C -0.9079
3. C 0.4373
4. C -0.0472
5. O -0.5039
6. C -0.7605
7. O -0.5377
8. H 0.4290
9. H 0.2585
10. H 0.3454
11. H 0.3260
12. H 0.3785
13. H 0.3528



Here is 2 unconnected molecules or ions with the total composition C5H6O2 in a non-equilibrium geometry from the OMol25 dataset. Energies are from the ωB97M-V functional and the def2-TZVPD basis.

Computed properties:
HOMO energy: -9.354 eV
SMILES: C=C=CC.O=C=O
E_LUMO: 0.02386 Eh
relative energy (zero: lowest compared OMol25 entry of this formula, charge and spin): 1.705 eV

Cartesian coordinates (Å):
C: 0.673 -1.341 1.089
C: -0.034 -0.636 0.283
C: -0.478 0.072 -0.714
C: -2.014 -0.099 -0.954
H: 1.325 -2.191 0.912
H: 0.650 -1.071 2.204
H: -0.096 0.901 -1.316
H: -2.612 -0.645 -0.201
H: -2.100 -0.478 -1.991
H: -2.498 0.780 -1.009
O: 3.146 0.948 1.165
C: 2.361 1.561 0.591
O: 1.677 2.200 -0.061

Partial atomic charges computed with the Mulliken method, in multiples of e:
1. C -0.6743
2. C 0.2153
3. C -0.1533
4. C -1.1557
5. H 0.2561
6. H 0.2153
7. H 0.3107
8. H 0.3134
9. H 0.2807
10. H 0.3967
11. O -0.3628
12. C 0.7111
13. O -0.3534



Here is 3 unconnected molecules or ions with the total composition C5H6O2S in a non-equilibrium geometry from the OMol25 dataset. Energies are from the ωB97M-V functional and the def2-TZVPD basis.

Computed properties:
HOMO energy: -9.264 eV
E_LUMO: -0.01625 Eh
relative energy (zero: lowest compared OMol25 entry of this formula, charge and spin): 6.941 eV

Cartesian coordinates (Å):
C: 1.175 -0.122 -1.821
C: 0.215 0.263 -0.691
C: -0.663 -0.690 -0.269
C: -1.351 -0.326 0.900
C: 0.257 1.192 1.981
H: 1.222 -1.707 -1.589
H: 2.283 0.369 -1.779
H: 0.230 0.171 -3.153
H: -0.363 -1.933 -0.522
H: -1.762 -1.309 1.303
H: -2.014 0.515 0.460
O: -0.582 0.260 2.068
O: 0.988 1.613 2.926
S: 0.366 1.704 0.185

Partial atomic charges computed with the Mulliken method, in multiples of e:
1. C -0.9348
2. C 0.6910
3. C -0.2391
4. C -0.5564
5. C 0.7423
6. H 0.2075
7. H 0.3059
8. H 0.2115
9. H 0.0269
10. H 0.3013
11. H 0.3502
12. O -0.3178
13. O -0.5705
14. S -0.2180



Question: What is the relative energy (zero: lowest compared OMol25 entry of this formula, charge and spin) in the second record?
Answer: 4.427 eV



What did the fourth record say?
Here is a single C5H6O2 molecule from the OMol25 dataset. Energies are from the ωB97M-V functional and the def2-TZVPD basis.

Computed properties:
HOMO energy: -10.071 eV
SMILES: C#C[C@H](C=O)CO
E_LUMO: 0.02752 Eh
relative energy (zero: lowest compared OMol25 entry of this formula, charge and spin): 2.362 eV

Cartesian coordinates (Å):
C: 2.502 -0.857 -0.248
C: 1.375 -0.459 -0.397
C: 0.003 0.047 -0.503
C: 0.014 1.506 -0.061
O: -0.657 1.942 0.846
C: -0.985 -0.795 0.327
O: -2.279 -0.254 0.304
H: 3.500 -1.217 -0.125
H: -0.308 0.038 -1.559
H: 0.696 2.167 -0.631
H: -0.590 -0.894 1.349
H: -1.045 -1.797 -0.108
H: -2.227 0.573 0.805

Partial atomic charges computed with the Mulliken method, in multiples of e:
1. C 0.2299
2. C -0.9079
3. C 0.4373
4. C -0.0472
5. O -0.5039
6. C -0.7605
7. O -0.5377
8. H 0.4290
9. H 0.2585
10. H 0.3454
11. H 0.3260
12. H 0.3785
13. H 0.3528



Question: The highest E_LUMO belongs to which entry?
Answer: number 1